{"formula": "C42H96N4O12S", "method": "wB97M-V/def2-TZVPD", "e_homo_ev": -8.4, "smiles": "CCCCCCCCCCCCCCCC[C@@H]1COS(=O)(=O)O1.COCCNCCOC.COCCNCCOC.COCCNCCOC.COCCNCCOC", "spin_multiplicity": 1, "species": ["C", "C", "C", "C", "C", "C", "C", "C", "C", "C", "C", "C", "C", "C", "C", "C", "C", "C", "O", "S", "O", "O", "O", "H", "H", "H", "H", "H", "H", "H", "H", "H", "H", "H", "H", "H", "H", "H", "H", "H", "H", "H", "H", "H", "H", "H", "H", "H", "H", "H", "H", "H", "H", "H", "H", "H", "H", "H", "H", "C", "O", "C", "C", "N", "C", "C", "O", "C", "H", "H", "H", "H", "H", "H", "H", "H", "H", "H", "H", "H", "H", "H", "H", "C", "O", "C", "C", "N", "C", "C", "O", "C", "H", "H", "H", "H", "H", "H", "H", "H", "H", "H", "H", "H", "H", "H", "H", "C", "O", "C", "C", "N", "C", "C", "O", "C", "H", "H", "H", "H", "H", "H", "H", "H", "H", "H", "H", "H", "H", "H", "H", "C", "O", "C", "C", "N", "C", "C", "O", "C", "H", "H", "H", "H", "H", "H", "H", "H", "H", "H", "H", "H", "H", "H", "H"], "coordinates": [[-4.6849, -0.9511, -1.4481], [-3.6678, 0.1551, -1.7810], [-3.8670, 0.8241, -3.1614], [-2.5788, 0.9537, -3.9936], [-2.4328, -0.0782, -5.1202], [-2.7747, -1.5254, -4.7054], [-1.6623, -2.5591, -4.9589], [-1.5206, -3.5199, -3.7760], [-0.7914, -2.8520, -2.6069], [0.7285, -2.9850, -2.6866], [1.5108, -1.9119, -1.9140], [0.9880, -1.5980, -0.5060], [1.6768, -2.3997, 0.6021], [0.8160, -2.5047, 1.8655], [1.6487, -2.5435, 3.1421], [0.8342, -2.7421, 4.4199], [-0.1475, -1.6209, 4.7585], [-1.5743, -1.8674, 4.2594], [-2.1364, -0.5751, 4.0136], [-1.0115, 0.5110, 3.7193], [-1.1655, 1.5811, 4.6370], [-0.9410, 0.7614, 2.3250], [0.2342, -0.3724, 4.1375], [-5.4306, -0.6170, -0.7261], [-4.1936, -1.8260, -1.0172], [-5.2141, -1.2901, -2.3413], [-2.6625, -0.2695, -1.7360], [-3.7250, 0.9221, -1.0069], [-4.2689, 1.8274, -3.0057], [-4.6170, 0.2622, -3.7262], [-2.5438, 1.9501, -4.4413], [-1.7101, 0.8888, -3.3291], [-1.3919, -0.0511, -5.4571], [-3.0407, 0.2264, -5.9758], [-3.0108, -1.5481, -3.6394], [-3.6719, -1.8447, -5.2400], [-1.8565, -3.1258, -5.8716], [-0.7109, -2.0307, -5.0862], [-1.0033, -4.4349, -4.0792], [-2.5225, -3.8123, -3.4454], [-1.1483, -3.2713, -1.6631], [-1.0664, -1.7902, -2.5783], [1.0264, -2.9244, -3.7385], [1.0234, -3.9873, -2.3584], [2.5499, -2.2477, -1.8220], [1.5470, -0.9966, -2.5103], [1.1258, -0.5348, -0.2948], [-0.0893, -1.7666, -0.4415], [1.9332, -3.4014, 0.2412], [2.6134, -1.9000, 0.8706], [0.1916, -3.4049, 1.8060], [0.1363, -1.6494, 1.8810], [2.3577, -3.3714, 3.0746], [2.2324, -1.6238, 3.2172], [0.2525, -3.6667, 4.3246], [1.5079, -2.8840, 5.2653], [-0.1497, -1.4277, 5.8330], [-2.1686, -2.3688, 5.0192], [-1.5846, -2.4356, 3.3284], [-9.1629, 4.7359, -5.1764], [-8.3743, 5.8890, -5.3713], [-8.2653, 6.7272, -4.2250], [-6.8432, 6.7694, -3.7181], [-6.4503, 5.4787, -3.1694], [-5.0475, 5.3795, -2.7917], [-4.0042, 5.4887, -3.8972], [-4.0359, 4.4132, -4.8166], [-4.9127, 4.5641, -5.9150], [-9.2396, 4.2316, -6.1384], [-8.7182, 4.0462, -4.4499], [-10.1706, 4.9941, -4.8340], [-8.9389, 6.3777, -3.4360], [-8.5720, 7.7365, -4.5113], [-6.7803, 7.5252, -2.9322], [-6.2029, 7.0961, -4.5509], [-6.6634, 4.7541, -3.8441], [-4.9031, 4.4161, -2.2955], [-4.8370, 6.1551, -2.0471], [-3.0189, 5.4539, -3.4249], [-4.0705, 6.4421, -4.4356], [-5.0151, 5.6138, -6.2052], [-5.9094, 4.1616, -5.7109], [-4.4884, 4.0083, -6.7515], [8.0624, -0.3562, 0.8390], [8.4801, -1.6985, 0.9660], [9.2403, -1.9706, 2.1375], [8.4965, -2.9201, 3.0484], [7.3130, -2.2807, 3.6080], [6.4436, -3.1799, 4.3547], [5.7802, -4.3119, 3.5807], [4.8173, -3.8774, 2.6352], [5.3257, -3.5614, 1.3527], [7.5734, -0.2620, -0.1290], [7.3543, -0.0656, 1.6233], [8.9138, 0.3315, 0.8711], [9.4718, -1.0391, 2.6635], [10.1821, -2.4334, 1.8295], [9.1585, -3.2133, 3.8696], [8.2681, -3.8286, 2.4747], [6.7824, -1.8585, 2.8559], [5.6559, -2.5787, 4.8165], [7.0274, -3.6205, 5.1708], [5.2311, -4.9259, 4.3023], [6.5119, -4.9679, 3.0987], [6.2042, -4.1671, 1.1119], [5.5954, -2.5049, 1.2610], [4.5403, -3.7717, 0.6262], [10.9793, -10.5148, 0.7924], [9.6454, -10.7349, 1.1998], [9.5109, -11.2736, 2.5086], [8.8122, -10.2901, 3.4200], [9.6466, -9.1233, 3.6590], [8.9971, -8.0470, 4.3940], [7.8091, -7.3547, 3.7374], [8.1475, -6.6108, 2.5802], [8.1465, -7.3330, 1.3621], [10.9481, -10.1899, -0.2460], [11.4739, -9.7419, 1.3913], [11.5723, -11.4329, 0.8558], [10.4925, -11.5361, 2.9146], [8.9130, -12.1866, 2.4402], [8.6062, -10.7795, 4.3770], [7.8442, -10.0424, 2.9605], [9.9754, -8.7680, 2.7697], [9.7514, -7.2841, 4.6017], [8.6689, -8.4411, 5.3619], [7.4159, -6.6302, 4.4563], [6.9936, -8.0521, 3.5107], [7.4060, -8.1374, 1.3745], [9.1262, -7.7611, 1.1333], [7.8913, -6.6321, 0.5668], [-6.1987, 8.4269, 3.2488], [-7.3784, 9.1693, 3.0197], [-7.2006, 10.5793, 3.0387], [-7.4809, 11.1703, 1.6752], [-6.4716, 10.7540, 0.7147], [-6.7416, 11.1370, -0.6642], [-7.9675, 10.5348, -1.3402], [-7.8807, 9.1349, -1.5332], [-8.3351, 8.3316, -0.4592], [-6.4839, 7.3777, 3.2965], [-5.4637, 8.5581, 2.4470], [-5.7292, 8.7075, 4.1971], [-6.1849, 10.8305, 3.3594], [-7.9028, 11.0003, 3.7637], [-7.4663, 12.2619, 1.7526], [-8.4999, 10.8728, 1.3881], [-6.3669, 9.7481, 0.7654], [-5.8671, 10.8658, -1.2608], [-6.8296, 12.2279, -0.7078], [-8.0454, 10.9748, -2.3378], [-8.8944, 10.7795, -0.8073], [-9.1440, 8.8206, 0.0906], [-7.5340, 8.0850, 0.2432], [-8.7083, 7.3988, -0.8828]], "atomic_forces_ev_per_a": [[0.035, -0.037, 0.034], [-0.175, -0.139, -0.133], [0.104, 0.100, 0.187], [-0.071, 0.111, -0.148], [0.147, -0.093, 0.150], [0.137, 0.073, -0.195], [0.030, -0.008, 0.188], [-0.120, 0.071, 0.056], [-0.045, -0.075, 0.094], [0.062, 0.080, -0.090], [0.070, -0.089, 0.079], [0.064, -0.019, 0.014], [-0.113, 0.062, 0.087], [-0.002, 0.039, -0.042], [-0.168, -0.169, -0.040], [-0.008, 0.048, -0.021], [-0.065, 0.016, 0.117], [0.253, -0.080, -0.130], [-0.075, 0.045, 0.237], [0.051, 0.014, 0.131], [-0.106, 0.077, -0.026], [0.025, 0.064, -0.132], [0.112, -0.131, -0.150], [-0.055, 0.013, -0.064], [-0.019, 0.025, 0.040], [0.013, -0.003, 0.017], [0.004, 0.080, 0.045], [0.203, -0.040, 0.032], [-0.125, -0.047, -0.085], [0.009, 0.093, -0.041], [0.057, -0.009, 0.016], [-0.053, -0.018, 0.025], [-0.068, 0.054, -0.127], [-0.033, -0.001, 0.045], [-0.086, 0.017, -0.062], [-0.078, -0.055, 0.185], [0.061, 0.115, -0.074], [0.007, -0.111, -0.127], [0.035, 0.009, 0.073], [0.020, -0.101, -0.099], [0.028, 0.001, 0.023], [0.019, -0.022, -0.028], [0.045, -0.020, 0.009], [-0.059, 0.015, 0.056], [0.024, 0.106, -0.076], [-0.149, -0.006, -0.011], [-0.036, -0.010, 0.042], [0.000, 0.003, -0.099], [0.043, 0.025, 0.030], [0.072, -0.107, -0.118], [-0.030, 0.039, 0.001], [0.013, 0.029, 0.045], [0.103, 0.079, 0.012], [0.037, -0.030, 0.007], [0.007, 0.006, 0.081], [0.042, 0.015, -0.027], [-0.119, -0.051, -0.001], [-0.108, 0.044, -0.058], [0.026, -0.029, 0.032], [-0.031, 0.016, -0.032], [0.048, -0.071, 0.024], [-0.052, 0.104, 0.020], [0.057, -0.084, -0.001], [-0.008, -0.004, -0.118], [-0.053, -0.037, 0.085], [0.072, 0.036, 0.049], [-0.003, -0.068, -0.011], [0.042, -0.041, -0.021], [0.007, -0.003, 0.001], [-0.011, 0.019, 0.024], [-0.008, -0.010, -0.003], [0.032, -0.006, 0.021], [-0.022, -0.014, -0.014], [0.032, 0.015, -0.010], [-0.018, 0.037, 0.003], [0.010, -0.007, 0.021], [0.013, 0.010, 0.009], [-0.003, 0.010, -0.005], [0.009, -0.007, -0.028], [-0.060, -0.006, 0.007], [-0.011, 0.003, -0.005], [-0.017, 0.051, 0.005], [0.005, 0.004, 0.004], [0.031, 0.006, -0.041], [-0.080, 0.001, 0.028], [0.089, 0.001, 0.014], [-0.083, 0.009, -0.030], [0.011, -0.042, -0.072], [-0.010, 0.096, -0.012], [-0.083, -0.181, 0.156], [0.023, 0.075, -0.034], [-0.070, -0.047, -0.026], [-0.006, -0.003, 0.002], [0.024, 0.003, 0.021], [-0.003, 0.011, -0.006], [-0.023, -0.015, 0.030], [-0.001, 0.020, -0.024], [-0.007, -0.010, 0.009], [0.054, -0.025, 0.025], [0.005, 0.007, 0.018], [0.004, -0.006, 0.006], [0.006, -0.009, -0.004], [-0.021, 0.014, -0.014], [0.035, 0.096, -0.057], [0.011, 0.011, -0.006], [0.044, -0.014, 0.004], [0.002, -0.004, 0.004], [-0.001, -0.042, -0.038], [0.015, 0.095, 0.019], [-0.004, -0.093, 0.023], [0.003, 0.071, -0.024], [-0.058, 0.003, -0.097], [0.091, -0.014, 0.014], [-0.032, 0.057, 0.104], [0.035, -0.057, -0.016], [-0.020, 0.094, -0.036], [-0.002, 0.006, 0.002], [0.003, -0.021, 0.025], [0.009, 0.001, -0.009], [-0.008, 0.030, 0.030], [0.017, -0.007, -0.027], [-0.008, 0.014, 0.010], [-0.019, -0.044, 0.023], [0.015, 0.001, 0.021], [-0.010, 0.004, 0.014], [-0.008, -0.007, -0.003], [-0.011, 0.005, -0.015], [0.047, -0.039, -0.037], [0.004, -0.012, -0.007], [-0.020, -0.052, 0.020], [-0.008, 0.000, 0.005], [-0.017, -0.019, 0.049], [0.029, -0.021, -0.085], [-0.008, 0.054, 0.073], [0.008, -0.048, -0.055], [-0.079, -0.080, 0.011], [0.087, 0.014, 0.017], [-0.038, 0.062, -0.043], [0.008, -0.009, 0.017], [-0.003, -0.058, -0.065], [-0.001, 0.000, -0.006], [0.008, 0.030, 0.012], [0.007, -0.010, 0.004], [0.004, 0.017, -0.038], [0.007, -0.024, 0.018], [-0.003, 0.005, -0.017], [-0.018, 0.040, 0.027], [0.022, 0.015, -0.007], [-0.005, 0.014, -0.010], [-0.007, 0.003, 0.008], [-0.014, -0.024, -0.005], [0.030, -0.005, 0.045], [-0.004, -0.005, 0.010], [-0.024, 0.039, 0.037], [0.006, 0.001, -0.004]]}